Entry 1:
79
Properties=species:S:1:pos:R:3:forces:R:3 method="wB97M-V/def2-TZVPD" homo_energy_ev=-3.09 homo_lumo_gap_ev=6.2 relative_energy_ev=0.0049 fmax_ev_per_a=0.211 charge=-2
Sn 0.02718 -0.17657 -0.73879 0.12 0.03 -0.01
C -0.90952 -1.87478 3.32827 -0.03 0.00 0.01
C 0.52195 -1.57756 3.75856 0.01 0.01 -0.03
S 1.63232 -1.38283 2.33749 -0.01 0.00 0.00
C 2.87758 -0.28538 3.05957 0.00 0.00 0.01
C 3.65338 0.46213 1.97943 -0.02 0.01 -0.02
S 2.67651 1.57201 0.93602 0.02 -0.03 0.00
C 2.24597 2.86128 2.13393 0.01 -0.01 0.00
C 0.94574 3.57219 1.77441 -0.02 0.01 0.01
S -0.53527 2.54935 1.61638 -0.01 -0.04 0.04
C -0.55774 1.75408 3.24436 -0.01 -0.01 -0.03
C -1.76230 0.82867 3.41323 0.01 -0.01 -0.05
S -1.77373 -0.63205 2.33923 0.02 -0.02 0.01
H -1.50108 -2.08552 4.22346 0.00 0.00 0.00
H -0.93624 -2.76648 2.69691 0.01 -0.01 0.01
H 0.87557 -2.39225 4.39541 0.00 0.00 0.00
H 0.55568 -0.65997 4.34847 0.00 0.01 0.00
H 3.57832 -0.86136 3.66976 0.01 0.01 0.00
H 2.37075 0.41966 3.72202 0.01 0.00 0.00
H 4.10268 -0.24851 1.28079 0.01 0.00 -0.01
H 4.47288 1.01805 2.44186 0.00 -0.01 0.00
H 3.04639 3.60407 2.16126 0.00 0.00 0.01
H 2.17097 2.41229 3.12507 0.00 0.01 0.00
H 1.04892 4.06488 0.80649 0.01 0.01 0.00
H 0.76339 4.34974 2.52174 0.00 0.01 -0.01
H -0.59636 2.53513 4.01036 -0.01 -0.01 0.01
H 0.36853 1.19065 3.35974 0.00 0.00 0.01
H -2.69921 1.35584 3.21517 0.00 0.04 0.02
H -1.82153 0.49124 4.45118 -0.01 0.00 0.00
O 1.10582 -1.91500 -4.10403 0.04 0.06 0.00
C 0.21437 -2.06761 -3.27189 -0.07 -0.11 -0.03
O -0.36971 -1.08746 -2.66274 0.00 0.06 0.00
C -0.33186 -3.44762 -3.01037 0.01 0.02 0.10
C -0.59116 -4.22714 -4.13523 0.01 0.00 -0.03
C -1.16441 -5.48224 -4.03034 0.00 0.00 0.01
C -1.46776 -5.97361 -2.76531 0.00 0.00 -0.01
C -1.18305 -5.22252 -1.64025 -0.01 -0.01 0.02
C -0.60241 -3.94803 -1.72313 0.02 0.05 -0.03
S -0.18735 -3.11992 -0.22353 -0.02 -0.02 -0.01
H -0.33131 -3.81590 -5.10308 0.00 -0.01 0.00
H -1.37298 -6.06765 -4.91739 0.00 0.00 0.00
H -1.92159 -6.95216 -2.65428 0.00 0.00 0.00
H -1.39847 -5.61400 -0.65375 0.00 -0.01 0.00
I 6.60628 -1.14321 -2.01596 -0.01 0.00 0.00
C 4.61569 -1.41784 -1.55614 0.02 -0.01 0.02
C 4.01432 -2.58944 -1.14024 0.00 0.01 -0.01
N 2.72269 -2.30146 -0.95202 0.01 0.01 0.00
N 2.44937 -1.02370 -1.21820 -0.03 0.02 -0.02
C 3.59007 -0.46271 -1.59164 0.01 0.02 -0.01
H 4.41219 -3.57616 -0.97866 0.00 0.00 0.00
H 1.91832 -2.87943 -0.63800 -0.01 -0.02 0.00
H 3.63378 0.58131 -1.85801 0.00 -0.01 0.00
N -2.11221 0.96898 -1.82743 0.05 -0.01 0.02
C -3.09375 1.30740 -0.86406 -0.03 -0.04 -0.02
C -3.24891 2.62336 -0.44267 -0.02 0.02 -0.04
C -4.10250 2.92334 0.60701 -0.02 -0.02 0.05
C -4.81110 1.91585 1.24760 0.00 0.00 -0.01
C -4.68369 0.60834 0.80212 0.01 -0.01 -0.01
C -3.83169 0.30117 -0.24929 0.02 0.01 0.02
S -5.77656 2.28048 2.71431 -0.06 0.00 0.00
O -6.78019 1.22657 2.77958 0.02 0.01 -0.01
O -4.79017 2.21730 3.79305 0.04 0.00 0.01
O -6.31408 3.61586 2.49239 0.02 0.00 0.00
H -2.33316 0.18501 -2.42745 -0.04 0.02 -0.01
H -1.75845 1.74917 -2.36433 0.00 -0.01 0.01
H -2.66689 3.40734 -0.91508 0.01 0.01 0.01
H -4.21406 3.94136 0.95752 0.01 0.00 -0.02
H -5.24145 -0.16998 1.30562 -0.01 0.00 0.00
H -3.69714 -0.72963 -0.56207 0.00 0.01 0.00
N 1.65732 1.01126 -4.01808 0.01 -0.08 -0.11
C 1.56887 1.88418 -2.99867 0.01 0.00 0.11
O 0.98387 1.57045 -1.92161 -0.07 0.05 -0.06
C 2.16373 3.17764 -3.14763 -0.02 -0.13 -0.06
C 2.10358 4.10419 -2.08673 -0.02 -0.02 0.09
N 2.05910 4.86230 -1.21400 0.02 0.01 -0.04
C 2.82253 3.53467 -4.34077 0.05 0.20 0.05
N 3.36526 3.82773 -5.32116 -0.03 -0.11 -0.04
H 1.34084 0.04507 -3.93245 0.01 0.06 0.04
H 2.18836 1.26614 -4.83329 -0.01 -0.01 0.01

***

Entry 2:
76
Properties=species:S:1:pos:R:3:forces:R:3 method="wB97M-V/def2-TZVPD" homo_energy_ev=-1.75 homo_lumo_gap_ev=5.6 fmax_ev_per_a=2.621 charge=-2
Ti -0.43550 -0.16600 0.33490 -1.66 -0.73 0.20
O 1.78320 -3.91720 1.07830 0.01 -0.02 -0.16
C 2.88840 -3.32330 1.53580 0.22 0.25 0.06
C 3.95820 -4.14940 1.89500 -0.08 -0.08 0.00
C 5.13260 -3.61460 2.37560 -0.01 -0.03 -0.10
C 5.28580 -2.23820 2.48070 0.13 0.15 0.11
C 4.23540 -1.41240 2.14530 -0.03 -0.12 -0.02
C 3.02170 -1.93180 1.69520 0.00 -0.34 -0.08
C 1.91000 -1.01330 1.43930 0.53 1.23 1.17
O 0.82410 -1.42080 0.86550 1.45 -0.85 0.18
N 2.00870 0.21280 1.89360 0.85 -0.65 0.35
N 0.88500 0.91040 1.60190 -0.10 0.58 -0.30
C 0.87990 2.16690 1.88990 0.38 -0.51 0.19
C -0.23370 3.03130 1.65900 -0.69 0.02 -0.40
C -0.11590 4.40450 1.88810 0.07 -0.07 0.04
C -1.16760 5.26970 1.68650 0.20 0.31 0.10
C -2.38390 4.76750 1.23160 -0.02 -0.05 -0.10
C -2.53310 3.42650 0.98420 -0.12 -0.14 0.03
C -1.47840 2.50900 1.19550 0.25 0.54 0.32
O -1.67580 1.25320 0.99940 -0.31 0.19 0.09
H 1.16390 -3.23260 0.75450 -0.10 -0.18 -0.01
H 3.83840 -5.21580 1.76560 -0.04 -0.06 0.01
H 5.95000 -4.27020 2.64710 0.04 -0.06 -0.02
H 6.22550 -1.81610 2.81130 0.01 0.02 0.02
H 4.32080 -0.34110 2.21950 0.03 0.10 -0.01
H 1.77930 2.59430 2.34190 -0.08 -0.19 -0.04
H 0.84030 4.77680 2.23110 0.10 0.09 0.06
H -1.05150 6.32810 1.87710 0.04 0.04 0.00
H -3.21050 5.44410 1.05510 -0.07 0.01 0.00
H -3.46860 3.02830 0.61800 -0.07 -0.08 -0.02
C -3.78380 -0.28140 -2.47940 0.21 -0.13 0.44
C -2.53350 0.23350 -1.79920 0.08 -1.32 0.77
O -2.07670 -0.44040 -0.84750 -1.65 1.49 -1.39
C -1.90580 1.43400 -2.27380 1.04 0.72 0.19
C -2.46820 2.22400 -3.29320 -0.02 -0.15 0.20
C -1.96580 3.46240 -3.60600 -0.12 0.18 -0.17
C -0.89160 3.97520 -2.87250 0.01 -0.16 0.06
C -0.26130 3.20410 -1.93040 0.18 -0.26 0.11
C -0.68240 1.87750 -1.65980 -1.11 0.77 -1.20
O 0.01790 1.12960 -0.89040 0.62 0.48 -0.33
H -4.14070 -1.14840 -1.92620 0.04 0.02 0.00
H -3.56330 -0.58390 -3.50260 0.07 0.04 -0.07
H -4.55100 0.48870 -2.49290 -0.10 0.08 -0.05
H -3.31980 1.84590 -3.84080 -0.10 0.00 0.02
H -2.40730 4.05130 -4.40070 -0.05 -0.03 0.03
H -0.55090 4.98680 -3.05330 0.07 0.01 -0.03
H 0.58480 3.57740 -1.36740 0.04 -0.04 -0.04
Se -1.72950 -1.14880 2.32020 -0.60 0.26 0.07
Se -1.45940 -3.38250 1.82000 0.00 -0.80 0.03
Te -2.05170 -3.56690 -0.63350 -0.12 -0.21 0.03
Se -0.18910 -2.24190 -1.63890 0.11 -0.38 -0.05
C 1.21330 -0.97760 -4.88090 0.35 0.01 0.08
C 2.63940 -1.52550 -4.85230 -0.40 -0.46 -0.31
C 2.71930 -2.81720 -4.05500 0.12 0.13 -0.04
O 3.53500 -0.53470 -4.39310 0.42 0.60 0.51
P 4.13790 -0.32680 -2.87080 0.04 0.16 0.09
S 5.66360 -1.52270 -2.53450 -0.10 -0.15 0.00
S 2.70290 -0.15550 -1.49590 0.61 -0.13 -0.77
O 4.85440 1.10490 -3.16300 0.19 -0.14 0.12
C 4.37200 2.28080 -3.78300 -0.23 0.22 -0.22
C 4.80690 2.29710 -5.25020 0.04 -0.05 0.34
C 2.86720 2.46570 -3.66390 0.18 0.09 0.17
H 0.54480 -1.72080 -5.30900 -0.14 -0.10 -0.06
H 1.16300 -0.06590 -5.47730 -0.01 0.07 -0.03
H 0.88750 -0.76460 -3.86300 -0.03 0.07 -0.02
H 2.96820 -1.71680 -5.89160 -0.11 -0.01 0.26
H 2.32450 -2.65370 -3.05240 0.02 -0.10 0.04
H 3.75550 -3.13880 -3.97070 0.00 -0.08 0.00
H 2.12740 -3.59210 -4.53840 -0.11 -0.07 -0.07
H 4.88530 3.09790 -3.24550 -0.17 -0.14 -0.17
H 4.31610 1.48320 -5.77800 -0.06 -0.07 -0.05
H 5.88280 2.15200 -5.31990 0.11 0.01 -0.04
H 4.53760 3.24730 -5.71110 -0.02 0.10 -0.07
H 2.35510 1.70080 -4.24100 -0.13 -0.03 -0.03
H 2.58260 3.45070 -4.03290 -0.02 0.12 -0.09
H 2.56170 2.36220 -2.62670 -0.10 0.02 0.04

***

Entry 3:
62
Properties=species:S:1:pos:R:3:forces:R:3 method="wB97M-V/def2-TZVPD" homo_energy_ev=-0.91 homo_lumo_gap_ev=3.1 fmax_ev_per_a=1.754 charge=-1
C -3.36661 -1.74013 3.71995 -0.26 -0.19 0.21
C -3.81855 -0.65867 2.98991 -0.03 0.17 -0.10
C -2.92786 0.10968 2.26076 -0.20 -0.22 0.15
C -1.56896 -0.17989 2.26126 0.11 0.25 -0.06
C -0.60506 0.66874 1.50463 1.02 -0.64 -0.04
Zr 1.63939 -0.05406 1.34655 -0.76 0.65 -1.15
C 2.36988 1.49982 -0.26782 0.49 -0.20 0.26
C 1.19769 2.37765 -0.50062 0.40 -0.01 -0.07
C 0.96444 3.47090 0.32804 -0.18 0.04 -0.02
C -0.09960 4.31967 0.09556 0.06 0.01 0.10
C -0.94831 4.08320 -0.96727 -0.23 0.24 -0.05
C -0.74177 2.99144 -1.78860 -0.12 0.03 -0.12
C 0.32142 2.14715 -1.55878 0.09 0.02 0.17
C 1.31143 -2.51946 1.12267 0.77 0.66 -1.12
C 0.58390 -1.89102 0.03502 1.46 -0.27 -0.37
C 1.54645 -1.23502 -0.82735 0.04 -1.39 1.07
C 2.87093 -1.44627 -0.26836 -1.27 -1.09 0.54
C 2.72302 -2.24708 0.92999 -0.81 0.03 -1.34
C 1.61761 0.14308 3.84254 1.69 0.42 -0.11
C 1.95458 1.44763 3.30800 1.25 -0.98 0.32
C 3.23181 1.33640 2.62484 -0.35 -0.82 1.34
C 3.67654 -0.04319 2.72138 -1.18 0.81 0.85
C 2.67852 -0.77970 3.48240 0.01 1.73 0.18
C -1.13889 -1.26951 3.00786 -0.19 0.02 -0.01
C -2.02288 -2.04727 3.72396 0.00 -0.19 0.16
H -4.06059 -2.34314 4.28418 -0.12 -0.09 0.08
H -4.86704 -0.41033 2.99473 -0.21 0.03 -0.05
H -3.28434 0.94055 1.67800 -0.07 0.23 -0.15
H -0.92881 0.80554 0.47164 -0.15 0.07 -0.05
H -0.52522 1.66006 1.95229 -0.14 0.17 0.01
H 3.22248 2.07688 0.08650 -0.02 0.16 0.04
H 2.69873 1.02079 -1.19039 -0.17 0.03 0.04
H 1.62844 3.65380 1.15467 0.25 0.10 0.24
H -0.26055 5.17124 0.73547 -0.03 0.19 0.15
H -1.75690 4.76473 -1.17370 -0.21 0.10 0.01
H -1.40451 2.80804 -2.61738 -0.10 -0.16 -0.19
H 0.48532 1.31014 -2.21184 0.06 -0.18 -0.17
H 0.88913 -3.16783 1.89362 0.15 0.46 -0.26
H -0.48587 -1.97864 -0.15811 0.39 0.22 0.09
H 1.31830 -0.74763 -1.77645 -0.06 -0.05 0.42
H 3.81497 -1.08984 -0.68617 -0.45 -0.05 0.23
H 3.54304 -2.60101 1.56368 -0.48 0.22 -0.32
H 0.78810 -0.07759 4.51999 0.25 0.11 -0.63
H 1.39812 2.37266 3.48098 0.16 -0.51 -0.28
H 3.82071 2.16586 2.22389 -0.47 -0.49 -0.02
H 4.59693 -0.45122 2.29541 -0.47 0.20 0.18
H 2.74680 -1.82781 3.78418 -0.14 0.47 -0.28
H -0.09253 -1.51125 3.03138 0.13 -0.11 -0.03
H -1.66204 -2.89471 4.28559 0.05 -0.16 0.12
C -1.98983 -1.38697 -5.96144 -0.21 0.21 -0.04
C -2.82959 -2.24490 -5.01802 0.17 -0.66 -0.10
S -3.24475 -1.41610 -3.49040 -0.55 1.39 -0.35
C -1.75779 -0.59567 -3.08060 0.59 -0.63 0.46
S -0.45232 -0.02660 -4.09326 -1.09 0.81 -0.36
C -0.56726 -1.18708 -5.44534 0.52 -0.53 -0.30
H -1.98860 -1.80916 -6.97806 0.15 -0.17 0.25
H -2.46934 -0.40442 -6.05099 0.02 0.00 0.01
H -3.76723 -2.55309 -5.49484 0.04 0.20 0.13
H -2.29564 -3.16194 -4.75532 0.33 -0.16 -0.22
H -1.64589 -0.38243 -2.03889 0.28 -0.32 0.53
H -0.15212 -2.13589 -5.09714 -0.12 -0.34 -0.05
H 0.08854 -0.82910 -6.24438 -0.06 0.15 0.06